Run one
The following is a quantum chemistry calculation of a single C4H8N2 molecule, from OMol25.

SMILES = C1N[C@H]1[C@H]1CN1

```
! RIJCOSX wB97M-V def2-TZVPD def2/J DEFGRID3
* xyz 0 1
H 0.66517 -1.33889 -1.53847
H -0.91534 1.53603 1.06344
H 1.49288 0.89962 0.72457
C 1.69209 0.12690 -0.04649
C -0.53290 0.22331 -0.43697
H 1.21102 -1.25735 1.34878
H -2.76871 0.76625 -0.10480
N -0.85696 0.53314 0.93108
H -2.21887 -0.97753 0.14741
N 1.55308 -1.22850 0.39754
H 2.40969 0.43876 -0.78338
C 0.58013 -0.78491 -0.58181
H -0.37177 0.99982 -1.19260
C -1.93952 0.06333 0.07169
*
```


Run two
The following is a quantum chemistry calculation of a single C4H8N2 molecule, from OMol25.

SMILES = C1=NNCCC1

```
! RIJCOSX wB97M-V def2-TZVPD def2/J DEFGRID3
* xyz 0 1
H -0.07336 0.91361 -1.46898
H 2.07413 1.09013 0.06783
H 2.11519 -1.37716 0.05210
H -0.18025 2.20418 -0.26024
H -2.14132 0.36347 -0.56189
C -1.26503 0.20494 0.10172
C -0.05553 1.03412 -0.36574
C -0.94478 -1.22980 0.01450
H 1.09129 0.43228 1.38013
N 1.28976 -0.87232 -0.28450
H -1.54566 0.39085 1.12863
N 0.23083 -1.71603 -0.12900
C 1.17711 0.45232 0.28658
H -1.77238 -1.89058 0.03885
*
```


Most stable pick: run two. Distance to second place: 0.0790 hartree.


Run one
The following is a quantum chemistry calculation of a 2-piece molecular cluster, C4H8O2 overall, from OMol25.

```
! RIJCOSX wB97M-V def2-TZVPD def2/J DEFGRID3
* xyz 0 1
H -1.99899 -1.01279 -1.07766
C -2.02174 -0.12327 -0.45697
C 1.10113 -0.11133 -0.70578
O -1.43016 -0.14786 0.70070
C -0.57814 -1.03094 1.12996
H 0.67623 1.58840 0.56533
H -0.45367 -1.95994 0.58381
H 1.77668 1.90099 -0.78884
H 2.37205 0.98895 0.62109
H 0.04346 -0.12606 -1.07085
O 1.87407 -1.00252 -0.97724
H -2.66467 0.72492 -0.63229
C 1.50297 1.16910 -0.01722
H -0.19921 -0.85765 2.12597
*
```


Run two
The following is a quantum chemistry calculation of a single C4H8O2 molecule, from OMol25.

SMILES = C=COCCO

```
! RIJCOSX wB97M-V def2-TZVPD def2/J DEFGRID3
* xyz 0 1
H -0.15114 -2.85685 2.83839
H -0.96492 2.56639 -1.17972
C 0.36241 -2.33194 1.94136
H 1.28153 1.99259 -0.41910
H -0.91291 0.90272 0.51199
H 1.43113 -2.61934 1.62383
H -1.37987 -1.38790 1.30371
C 0.46198 1.32828 -1.00301
C -0.25712 -1.50041 1.18523
O -0.20951 2.34991 -1.79865
H -1.21092 0.00112 -0.91624
O 0.24203 -0.69915 0.22917
H 0.98426 0.73224 -1.85488
C -0.45683 0.41457 -0.34893
*
```


Run three
The following is a quantum chemistry calculation of C4H8O2 as an isolated structure, from OMol25.

```
! RIJCOSX wB97M-V def2-TZVPD def2/J DEFGRID3
* xyz 0 1
H -0.60054 1.10011 -2.46532
H 1.51406 -0.96088 0.61964
H -1.34947 1.22689 -0.84857
C -0.39714 1.23876 -1.39843
H -0.75421 -1.87470 -0.40997
C 0.80729 0.15753 0.33824
H 1.54827 0.91184 0.63784
H 0.07788 2.21877 -1.24968
C 0.45256 -1.58341 1.09411
O 0.45600 0.17450 -1.00459
H -0.15304 0.15796 2.31940
H -1.28359 -0.17842 0.95453
O -0.06413 -2.33672 0.09879
C -0.25393 -0.25223 1.31400
*
```


Most stable pick: run two. Distance to second place: 0.0525 hartree.